Record 1
The following is a DFT calculation (the ωB97M-V functional and the def2-TZVPD basis) of 2 unconnected molecules or ions with the total composition C20H45N6O3P2 in a non-equilibrium geometry.

Charge: +1
HOMO-LUMO gap in hartree: 0.2345
HOMO in eV: -9.43
LUMO energy in eV: -3.05
Relative energy (zero: lowest compared OMol25 entry of this formula, charge and spin) in eV: 1.8610

Each line ends with the Mulliken charge.
Positions of all 76 atoms, in Å:
C 8.80 -1.39 -3.14  0.13
C 8.16 -1.38 -2.13  -0.59
C 7.56 -1.18 -0.78  -1.20
C 6.20 -0.46 -0.81  0.37
C 5.05 -1.40 -1.25  -1.70
C 3.67 -0.72 -1.60  0.54
P 2.94 -1.47 -3.17  0.38
N 1.53 -2.11 -2.89  -0.75
C 3.68 0.84 -1.80  -0.95
N 2.57 1.41 -1.04  -0.07
C 1.50 2.02 -1.87  -0.75
C 0.13 1.28 -1.62  -0.58
C 0.11 0.65 -0.20  0.17
C -1.33 0.20 0.19  -1.39
N 4.94 1.52 -1.36  -0.05
C 6.18 0.77 -1.76  -0.77
C 7.41 1.70 -1.61  -1.04
C 7.82 1.95 -0.17  0.44
O 7.07 1.90 0.77  -0.46
O 9.15 2.21 0.04  -0.51
H 9.46 -1.41 -3.99  0.44
H 7.41 -2.16 -0.31  0.49
H 8.28 -0.66 -0.12  0.37
H 5.98 -0.16 0.23  0.60
H 5.38 -2.07 -2.06  0.43
H 4.85 -2.07 -0.40  0.33
H 2.93 -0.94 -0.83  0.36
H 3.79 -2.51 -3.66  0.10
H 2.86 -0.48 -4.19  0.07
H 1.27 -1.98 -1.92  0.29
H 3.59 1.03 -2.88  0.52
H 2.89 2.02 -0.31  0.29
H 1.76 2.11 -2.93  0.31
H 1.36 3.04 -1.48  0.38
H 0.00 0.52 -2.40  0.30
H -0.68 2.02 -1.63  0.42
H 0.72 -0.27 -0.18  -0.12
H 0.45 1.38 0.54  0.30
H -1.32 -0.13 1.24  0.37
H -2.05 1.02 0.08  0.31
H -1.62 -0.66 -0.43  0.29
H 5.01 1.63 -0.34  0.66
H 4.97 2.44 -1.82  0.45
H 6.13 0.47 -2.81  0.58
H 7.18 2.65 -2.12  0.53
H 8.25 1.26 -2.16  0.31
H 9.63 1.38 -0.14  0.38
O -4.55 0.04 1.40  -0.85
P -5.94 -0.55 1.58  0.73
N -6.74 0.92 2.02  0.19
C -6.40 1.64 3.23  -1.00
C -6.85 1.84 0.90  -1.15
N -5.56 -1.59 2.89  0.24
C -6.11 -1.52 4.22  -1.06
C -4.18 -2.08 2.96  -0.93
N -7.52 -1.39 1.48  0.05
C -7.66 -2.12 0.21  -1.04
C -8.81 -0.81 1.83  -0.95
H -7.09 2.48 3.37  0.40
H -5.38 2.02 3.23  0.24
H -6.54 1.02 4.12  0.27
H -7.28 1.34 0.03  0.33
H -5.88 2.26 0.62  0.29
H -7.53 2.67 1.15  0.36
H -5.59 -0.78 4.84  0.38
H -6.02 -2.49 4.72  0.37
H -7.18 -1.29 4.22  0.23
H -3.51 -1.33 3.41  0.28
H -3.81 -2.31 1.96  0.28
H -4.13 -2.99 3.55  0.35
H -7.81 -1.44 -0.63  0.33
H -8.49 -2.83 0.25  0.37
H -6.75 -2.70 0.01  0.32
H -9.14 -0.05 1.12  0.31
H -8.80 -0.37 2.83  0.28
H -9.56 -1.60 1.86  0.40

***

Record 2
The following is a DFT calculation (the ωB97M-V functional and the def2-TZVPD basis) of a molecular structure, C20H46B3N2O9PS in a non-equilibrium geometry.

HOMO-LUMO gap in hartree: 0.3030
HOMO in eV: -8.38
LUMO energy in eV: -0.14

Each line ends with the Mulliken charge.
Positions of all 82 atoms, in Å:
N 3.12 -2.39 1.59  -0.47
C 3.77 -1.25 0.90  -0.35
C 3.18 -1.10 -0.55  -0.60
B 1.60 -0.99 -0.51  0.00
O 0.85 0.00 0.17  0.18
B -0.01 -0.71 1.08  0.20
N -0.10 -0.14 2.43  -0.62
O -0.71 -1.89 0.69  -0.28
B 0.18 -2.67 -0.08  0.44
P 0.62 -4.51 0.24  0.05
S -0.86 -5.75 -0.11  -0.39
O 0.82 -2.01 -1.16  -0.38
H 3.75 -2.73 2.31  0.32
H 2.31 -2.04 2.10  0.15
H 4.83 -1.51 0.81  0.50
H 3.61 -0.31 1.46  0.00
H 3.70 -0.32 -1.12  0.44
H 3.42 -2.06 -1.05  0.25
H -0.23 -0.94 3.06  0.28
H 0.83 0.22 2.64  0.13
H 1.67 -4.84 -0.68  0.07
H 1.19 -4.61 1.53  0.07
C 1.91 4.15 3.91  -1.23
C 2.10 3.21 2.75  0.74
O 2.68 2.15 2.88  -0.43
C 1.56 3.62 1.41  -0.63
H 2.36 3.72 4.80  0.27
H 2.40 5.10 3.70  0.37
H 0.85 4.31 4.08  0.34
H 2.03 4.55 1.09  0.44
H 0.47 3.76 1.49  0.09
H 1.77 2.85 0.68  -0.01
C -6.82 -4.96 -0.43  -1.08
C -5.47 -5.02 0.24  0.68
O -5.31 -5.62 1.28  -0.58
C -4.33 -4.30 -0.44  -0.52
H -7.54 -5.51 0.17  0.33
H -7.15 -3.92 -0.50  0.31
H -6.76 -5.40 -1.42  0.27
H -4.56 -3.24 -0.51  0.31
H -4.17 -4.72 -1.43  0.19
H -3.42 -4.43 0.15  0.09
C -2.42 3.04 0.67  -0.90
C -2.56 4.35 -0.06  0.86
O -2.21 5.39 0.44  -0.58
C -3.16 4.30 -1.44  -1.02
H -1.98 3.22 1.65  0.25
H -3.40 2.58 0.81  0.49
H -1.77 2.37 0.11  0.07
H -4.17 3.90 -1.40  0.37
H -2.54 3.69 -2.09  0.18
H -3.19 5.31 -1.85  0.29
C 1.07 2.82 -3.35  -0.84
C 0.19 3.69 -4.21  0.78
O -0.63 4.43 -3.73  -0.53
C 0.38 3.59 -5.70  -1.19
H 0.82 2.99 -2.30  0.14
H 0.89 1.77 -3.58  0.27
H 2.12 3.07 -3.51  0.40
H 0.17 2.58 -6.04  0.32
H 1.40 3.88 -5.97  0.35
H -0.31 4.27 -6.20  0.31
C -3.04 -2.12 -4.40  -1.08
C -3.62 -3.51 -4.38  0.87
O -4.31 -3.89 -3.46  -0.54
C -3.33 -4.40 -5.56  -1.15
H -3.33 -1.59 -3.50  0.25
H -1.95 -2.18 -4.44  0.29
H -3.41 -1.57 -5.27  0.37
H -2.25 -4.56 -5.64  0.33
H -3.71 -3.95 -6.48  0.35
H -3.81 -5.36 -5.41  0.30
C 5.51 1.81 6.89  -1.10
C 5.69 0.87 5.73  0.69
O 6.25 -0.19 5.85  -0.57
C 5.13 1.31 4.40  -0.65
H 5.95 1.36 7.78  0.33
H 6.00 2.76 6.69  0.31
H 4.44 1.97 7.08  0.29
H 5.61 2.24 4.08  0.37
H 4.06 1.45 4.47  0.14
H 5.33 0.54 3.65  0.20

***

Record 3
The following is a DFT calculation (the ωB97M-V functional and the def2-TZVPD basis) of 4 unconnected molecules or ions with the total composition C20H46ClN2O16PS5 in a non-equilibrium geometry.

HOMO-LUMO gap in hartree: 0.3470
HOMO in eV: -9.20
SMILES: CCN[C@]1(CCCCN(C)C(C)=O)OS(=O)(=O)O[C@@]1(Cl)P(O)(O)=S.CCOS(C)(=O)=O.CCOS(C)(=O)=O.CCOS(C)(=O)=O
LUMO energy in eV: 0.25

Each line ends with the Mulliken charge.
Positions of all 91 atoms, in Å:
C 0.86 -4.32 5.60  -1.43
C 0.28 -4.21 4.20  -0.27
N 0.86 -3.02 3.56  0.22
C 0.38 -2.43 2.40  0.25
C 1.21 -1.14 2.13  -0.51
C 2.29 -1.02 1.05  -0.79
C 3.72 -1.15 1.57  -0.75
C 4.75 -1.14 0.44  -1.02
N 6.08 -1.51 0.92  0.11
C 7.13 -0.77 0.21  -1.02
C 6.34 -2.92 0.82  0.64
C 7.40 -3.43 1.76  -1.20
O 5.72 -3.64 0.09  -0.54
O -1.10 -1.87 2.56  -0.53
S -1.70 -1.54 1.16  1.23
O -2.99 -2.10 1.05  -0.68
O -1.46 -0.19 0.77  -0.19
O -0.61 -2.40 0.30  -0.61
C 0.06 -3.33 1.16  0.18
Cl -1.15 -4.62 1.56  -0.12
P 1.47 -4.20 0.24  1.01
O 1.40 -3.38 -1.14  -0.60
O 0.93 -5.64 -0.19  -0.55
S 3.08 -4.31 1.21  -0.31
H 0.64 -5.29 6.04  0.41
H 1.95 -4.20 5.56  0.34
H 0.47 -3.53 6.24  0.36
H 0.56 -5.09 3.61  0.31
H -0.81 -4.14 4.25  0.31
H 0.92 -2.29 4.26  0.45
H 0.50 -0.34 1.97  -0.25
H 1.69 -0.91 3.08  0.37
H 2.12 -1.68 0.19  0.46
H 2.18 0.00 0.67  0.44
H 3.91 -0.26 2.18  0.23
H 3.85 -2.01 2.23  0.45
H 4.43 -1.75 -0.41  0.39
H 4.82 -0.11 0.07  0.46
H 8.11 -1.18 0.43  0.37
H 7.13 0.27 0.55  0.31
H 6.99 -0.80 -0.87  0.36
H 6.97 -3.48 2.76  0.24
H 7.72 -4.42 1.44  0.35
H 8.26 -2.77 1.79  0.37
H 0.69 -2.72 -1.18  0.44
H 0.27 -5.62 -0.90  0.37
O -1.16 1.79 -3.57  -0.69
S -2.19 2.46 -2.83  1.17
O -3.20 3.18 -3.55  -0.62
O -1.50 3.43 -1.77  -0.10
C -0.48 4.34 -2.27  -0.38
C -1.06 5.54 -2.98  -1.09
C -2.93 1.37 -1.68  -0.67
H 0.20 3.78 -2.91  0.40
H 0.07 4.64 -1.37  0.22
H -1.55 5.25 -3.91  0.29
H -0.26 6.25 -3.21  0.40
H -1.80 6.03 -2.35  0.29
H -2.14 0.88 -1.11  -0.03
H -3.51 0.65 -2.24  0.44
H -3.58 1.95 -1.02  0.35
O -8.62 0.64 -7.18  -0.65
S -8.53 0.40 -5.77  1.21
O -8.96 1.42 -4.86  -0.61
O -7.06 -0.06 -5.42  -0.25
C -5.97 0.77 -5.90  -0.48
C -5.77 2.02 -5.08  -0.84
C -9.34 -1.11 -5.37  -0.93
H -6.15 0.99 -6.96  0.36
H -5.10 0.12 -5.84  0.26
H -6.61 2.71 -5.20  0.36
H -4.86 2.53 -5.40  0.36
H -5.68 1.78 -4.03  0.21
H -8.99 -1.89 -6.05  0.31
H -10.41 -0.94 -5.51  0.37
H -9.12 -1.36 -4.34  0.31
O -0.27 3.39 4.19  -0.70
S 0.32 3.06 2.93  1.18
O 1.18 1.92 2.85  -0.53
O 1.08 4.33 2.37  -0.24
C 2.00 5.00 3.27  -0.45
C 3.32 4.27 3.40  -0.92
C -0.90 2.94 1.68  -0.83
H 1.51 5.13 4.23  0.36
H 2.14 5.98 2.82  0.27
H 3.20 3.32 3.91  0.26
H 4.02 4.89 3.97  0.40
H 3.75 4.08 2.41  0.25
H -1.54 3.82 1.69  0.49
H -1.47 2.04 1.89  0.28
H -0.40 2.84 0.72  0.16

***

Please write out number 1 again, unchanged.
The following is a DFT calculation (the ωB97M-V functional and the def2-TZVPD basis) of 2 unconnected molecules or ions with the total composition C20H45N6O3P2 in a non-equilibrium geometry.

Charge: +1
HOMO-LUMO gap in hartree: 0.2345
HOMO in eV: -9.43
LUMO energy in eV: -3.05
Relative energy (zero: lowest compared OMol25 entry of this formula, charge and spin) in eV: 1.8610

Each line ends with the Mulliken charge.
Positions of all 76 atoms, in Å:
C 8.80 -1.39 -3.14  0.13
C 8.16 -1.38 -2.13  -0.59
C 7.56 -1.18 -0.78  -1.20
C 6.20 -0.46 -0.81  0.37
C 5.05 -1.40 -1.25  -1.70
C 3.67 -0.72 -1.60  0.54
P 2.94 -1.47 -3.17  0.38
N 1.53 -2.11 -2.89  -0.75
C 3.68 0.84 -1.80  -0.95
N 2.57 1.41 -1.04  -0.07
C 1.50 2.02 -1.87  -0.75
C 0.13 1.28 -1.62  -0.58
C 0.11 0.65 -0.20  0.17
C -1.33 0.20 0.19  -1.39
N 4.94 1.52 -1.36  -0.05
C 6.18 0.77 -1.76  -0.77
C 7.41 1.70 -1.61  -1.04
C 7.82 1.95 -0.17  0.44
O 7.07 1.90 0.77  -0.46
O 9.15 2.21 0.04  -0.51
H 9.46 -1.41 -3.99  0.44
H 7.41 -2.16 -0.31  0.49
H 8.28 -0.66 -0.12  0.37
H 5.98 -0.16 0.23  0.60
H 5.38 -2.07 -2.06  0.43
H 4.85 -2.07 -0.40  0.33
H 2.93 -0.94 -0.83  0.36
H 3.79 -2.51 -3.66  0.10
H 2.86 -0.48 -4.19  0.07
H 1.27 -1.98 -1.92  0.29
H 3.59 1.03 -2.88  0.52
H 2.89 2.02 -0.31  0.29
H 1.76 2.11 -2.93  0.31
H 1.36 3.04 -1.48  0.38
H 0.00 0.52 -2.40  0.30
H -0.68 2.02 -1.63  0.42
H 0.72 -0.27 -0.18  -0.12
H 0.45 1.38 0.54  0.30
H -1.32 -0.13 1.24  0.37
H -2.05 1.02 0.08  0.31
H -1.62 -0.66 -0.43  0.29
H 5.01 1.63 -0.34  0.66
H 4.97 2.44 -1.82  0.45
H 6.13 0.47 -2.81  0.58
H 7.18 2.65 -2.12  0.53
H 8.25 1.26 -2.16  0.31
H 9.63 1.38 -0.14  0.38
O -4.55 0.04 1.40  -0.85
P -5.94 -0.55 1.58  0.73
N -6.74 0.92 2.02  0.19
C -6.40 1.64 3.23  -1.00
C -6.85 1.84 0.90  -1.15
N -5.56 -1.59 2.89  0.24
C -6.11 -1.52 4.22  -1.06
C -4.18 -2.08 2.96  -0.93
N -7.52 -1.39 1.48  0.05
C -7.66 -2.12 0.21  -1.04
C -8.81 -0.81 1.83  -0.95
H -7.09 2.48 3.37  0.40
H -5.38 2.02 3.23  0.24
H -6.54 1.02 4.12  0.27
H -7.28 1.34 0.03  0.33
H -5.88 2.26 0.62  0.29
H -7.53 2.67 1.15  0.36
H -5.59 -0.78 4.84  0.38
H -6.02 -2.49 4.72  0.37
H -7.18 -1.29 4.22  0.23
H -3.51 -1.33 3.41  0.28
H -3.81 -2.31 1.96  0.28
H -4.13 -2.99 3.55  0.35
H -7.81 -1.44 -0.63  0.33
H -8.49 -2.83 0.25  0.37
H -6.75 -2.70 0.01  0.32
H -9.14 -0.05 1.12  0.31
H -8.80 -0.37 2.83  0.28
H -9.56 -1.60 1.86  0.40